{"formula": "C6H10O", "method": "wB97M-V/def2-TZVPD", "charge": 0, "homo_lumo_gap_ha": 0.3462, "de_lowest_kcal_mol": 119.0, "smiles": "C/C=C\\OC1C=C1.[H][H]", "e_homo_ev": -8.32, "species": ["O", "C", "C", "C", "C", "C", "C", "H", "H", "H", "H", "H", "H", "H", "H", "H", "H"], "coordinates": [[-0.61, 0.31, 1.20], [2.65, 0.34, 0.29], [0.21, -0.54, 0.52], [-2.30, 0.16, -0.75], [-2.14, -1.04, -0.28], [-1.95, 0.06, 0.69], [1.40, -0.39, -0.07], [-2.54, 0.75, -1.62], [-0.23, -1.51, 0.38], [2.57, 0.87, 1.24], [3.09, 0.99, -0.47], [0.19, 1.70, -0.76], [-0.50, 1.78, -1.03], [-2.67, 0.29, 1.47], [-2.06, -2.10, -0.45], [1.55, -1.18, -0.81], [3.35, -0.49, 0.44]], "nbo_charge": [-0.5172, -0.6466, 0.1404, -0.1945, -0.2113, 0.0484, -0.2742, 0.2311, 0.1592, 0.2193, 0.2151, 0.0190, -0.0208, 0.1850, 0.2308, 0.1960, 0.2205]}

---

{"formula": "C10H11NOS", "method": "wB97M-V/def2-TZVPD", "charge": 0, "homo_lumo_gap_ha": 0.3228, "de_lowest_kcal_mol": 59.8, "smiles": "O=N[C@H]1CCCSc2ccccc21", "e_homo_ev": -8.80, "species": ["S", "O", "N", "C", "C", "C", "C", "C", "C", "C", "C", "C", "C", "H", "H", "H", "H", "H", "H", "H", "H", "H", "H", "H"], "coordinates": [[2.45, 1.67, 0.42], [-1.15, 0.65, 3.82], [-1.03, 0.01, 2.80], [0.16, 0.37, 1.96], [0.94, -0.94, 1.67], [2.46, -0.86, 1.51], [-0.23, 1.03, 0.67], [0.78, 1.65, -0.07], [0.46, 2.18, -1.32], [-0.83, 2.15, -1.81], [2.90, -0.12, 0.21], [-1.53, 1.01, 0.18], [-1.83, 1.56, -1.07], [1.25, 2.63, -1.93], [2.88, -1.90, 1.50], [3.99, -0.17, 0.07], [0.49, -1.36, 0.76], [2.88, -0.41, 2.39], [-1.04, 2.56, -2.77], [2.34, -0.55, -0.60], [0.75, -1.63, 2.51], [0.81, 1.06, 2.52], [-2.33, 0.57, 0.75], [-2.85, 1.55, -1.47]], "nbo_charge": [0.2167, -0.2603, 0.1600, -0.1952, -0.3984, -0.4025, -0.0408, -0.2054, -0.1876, -0.2193, -0.5001, -0.1624, -0.2057, 0.2248, 0.2093, 0.2320, 0.2089, 0.2111, 0.2153, 0.2169, 0.2240, 0.2233, 0.2178, 0.2176]}

---

{"formula": "C15H14B3CsF6N6O11", "method": "wB97M-V/def2-TZVPD", "charge": -2, "homo_lumo_gap_ha": 0.2395, "de_lowest_kcal_mol": 0.0, "e_homo_ev": -2.86, "species": ["Cs", "F", "F", "F", "F", "F", "F", "O", "O", "O", "O", "O", "O", "O", "O", "O", "O", "O", "N", "N", "N", "N", "N", "N", "C", "C", "C", "C", "C", "C", "C", "C", "C", "C", "C", "C", "C", "C", "C", "B", "B", "B", "H", "H", "H", "H", "H", "H", "H", "H", "H", "H", "H", "H", "H", "H"], "coordinates": [[0.61, -1.15, -1.16], [-2.04, 2.86, 1.18], [0.11, -5.96, -0.12], [-0.54, 1.76, -0.20], [2.30, -0.93, -3.65], [0.86, -4.04, -1.15], [3.85, 0.67, -4.27], [-0.03, 4.75, -3.99], [-0.41, 2.64, -3.77], [-2.70, 0.85, 0.29], [4.74, 1.05, -0.37], [4.02, 5.85, 0.46], [1.86, 1.31, -3.19], [-0.94, 1.01, 2.03], [-1.41, -4.29, -0.53], [3.60, 0.07, -2.01], [0.41, -4.09, 1.18], [2.40, 6.88, -0.50], [0.19, -2.75, 1.35], [-0.40, -0.21, 1.78], [0.24, 3.64, -3.56], [-2.36, -0.39, -0.15], [-1.71, -2.95, -0.55], [3.08, 5.89, -0.30], [1.69, 4.69, -1.92], [3.19, 2.38, -1.56], [-2.95, -2.67, -0.43], [2.12, 2.37, -2.49], [-4.02, -3.72, -0.35], [-3.31, -1.24, -0.19], [-4.73, -0.90, 0.17], [3.49, 3.52, -0.84], [1.37, 3.55, -2.63], [-0.24, -0.41, 4.22], [0.29, -2.33, 2.55], [-0.10, -0.91, 2.80], [3.94, 1.11, -1.27], [2.75, 4.67, -1.04], [0.66, -3.25, 3.68], [0.00, -4.57, -0.17], [-1.53, 1.62, 0.79], [2.93, 0.25, -3.31], [1.74, -3.36, 3.73], [0.66, -0.62, 4.79], [4.29, 3.49, -0.12], [-4.96, -1.23, 1.19], [-4.86, 0.18, 0.12], [0.24, -4.24, 3.48], [-1.08, -0.88, 4.72], [-4.58, -3.64, 0.58], [-4.73, -3.60, -1.17], [0.30, -2.89, 4.64], [1.11, 5.59, -2.07], [-3.57, -4.70, -0.41], [-0.41, 0.66, 4.19], [-5.44, -1.39, -0.50]], "lowdin_charge": [1.3155, 0.1210, 0.1162, 0.0735, 0.0912, 0.0098, 0.1544, 0.0457, 0.1288, 0.0159, 0.1069, 0.0577, 0.1520, 0.0168, 0.0062, 0.1624, 0.0116, 0.0535, -0.0096, 0.0430, -0.3312, 0.0432, -0.0072, -0.3589, 0.0906, -0.0084, -0.2693, -0.1502, -0.0289, -0.2712, -0.0322, 0.0917, -0.0322, -0.0346, -0.2667, -0.2681, -0.4445, -0.1268, -0.0261, -1.1447, -1.1119, -1.1398, 0.0863, 0.0728, 0.1353, 0.0838, 0.0714, 0.0760, 0.0814, 0.0759, 0.0765, 0.0567, 0.1316, 0.0697, 0.0699, 0.0675]}

---

{"formula": "C4HLiO2", "method": "wB97M-V/def2-TZVPD", "charge": 0, "homo_lumo_gap_ha": [0.1837, 0.1758], "de_lowest_kcal_mol": 8.1, "e_homo_ev": [-6.10, -6.04], "species": ["O", "O", "C", "C", "C", "C", "Li", "H"], "coordinates": [[0.24, -2.44, -0.83], [-0.10, 2.52, 0.93], [-0.11, -1.26, -0.60], [1.06, 0.27, 1.28], [0.36, 1.29, 0.88], [0.28, -0.28, 0.23], [-0.87, -2.73, -2.24], [-0.86, 2.63, 0.35]], "nbo_charge": [-0.8262, -0.6422, 0.1402, -0.1626, 0.2937, -0.2497, 0.9423, 0.5046]}